Entry 1:
Below is a 2-piece molecular cluster, C6H16 overall in a non-equilibrium geometry, with properties calculated with ωB97M-V/def2-TZVPD.

Calculated values
HOMO-LUMO gap in eV: 12.236
HOMO energy in eV: -11.13
E_tot in Ha: -238.17621
F_max in hartree/bohr: 0.0197
Relative energy (zero: lowest compared OMol25 entry of this formula, charge and spin) in kcal per mole: 12.75

Each line ends with the natural charge from an NBO analysis.
Cartesian coordinates (Å):
C (-0.9589, 1.6097, 1.3856)  -0.615
C (-1.9166, 1.9694, 0.2734)  -0.392
C (-1.2836, 2.1624, -1.1194)  -0.610
H (-0.2647, 0.7977, 1.1108)  0.212
H (-1.6205, 1.2493, 2.1912)  0.204
H (-0.3708, 2.4610, 1.7678)  0.200
H (-2.6118, 1.1114, 0.1954)  0.190
H (-2.5154, 2.8661, 0.5237)  0.198
H (-0.5215, 1.3819, -1.2825)  0.198
H (-0.8264, 3.1469, -1.3153)  0.204
H (-2.1057, 2.0070, -1.8380)  0.207
C (0.4915, -1.2133, 0.4873)  -0.615
C (1.5346, -2.3264, 0.3003)  -0.397
C (2.1286, -2.2042, -1.1418)  -0.608
H (-0.3835, -1.5304, -0.1047)  0.207
H (0.8372, -0.2367, 0.1087)  0.200
H (0.1802, -1.0929, 1.5385)  0.213
H (2.3742, -2.2992, 1.0212)  0.196
H (1.0403, -3.3122, 0.3963)  0.198
H (1.4121, -2.6514, -1.8511)  0.202
H (3.0868, -2.7447, -1.2218)  0.208
H (2.2939, -1.1512, -1.4256)  0.201

***

Entry 2:
Below is a 2-piece molecular cluster, C6H16 overall in a non-equilibrium geometry, with properties calculated with ωB97M-V/def2-TZVPD.

Calculated values
HOMO-LUMO gap in eV: 11.501
HOMO energy in eV: -10.43
E_tot in Ha: -238.11334
F_max in hartree/bohr: 0.0883
Relative energy (zero: lowest compared OMol25 entry of this formula, charge and spin) in kcal per mole: 52.21

Each line ends with the natural charge from an NBO analysis.
Cartesian coordinates (Å):
C (-2.0547, -0.3040, -0.3796)  -0.633
C (-1.7033, -1.0191, 0.9066)  -0.414
C (-1.4930, -0.2126, 2.1983)  -0.613
H (-1.4618, 0.6173, -0.5700)  0.213
H (-1.6274, -0.7165, -1.2857)  0.220
H (-3.1345, -0.1359, -0.5047)  0.213
H (-0.7917, -1.5296, 0.6477)  0.198
H (-2.4753, -1.8062, 1.2442)  0.201
H (-1.0030, 0.8331, 1.8504)  0.194
H (-1.0678, -0.5944, 3.1007)  0.222
H (-2.4766, 0.0833, 2.6562)  0.200
C (2.2317, -0.4524, -1.7301)  -0.629
C (1.6193, 0.0948, -0.4995)  -0.440
C (1.4394, 1.6651, -0.4030)  -0.627
H (1.5358, -0.9210, -2.4809)  0.206
H (2.7495, 0.1652, -2.3956)  0.215
H (2.7787, -1.3908, -1.4717)  0.217
H (2.0143, -0.3411, 0.4691)  0.212
H (0.6251, -0.3679, -0.2854)  0.209
H (0.3219, 2.1208, -0.4446)  0.213
H (2.1240, 2.1161, -1.2299)  0.209
H (1.8495, 2.0956, 0.6077)  0.215

***

Entry 3:
Below is a 2-piece molecular cluster, C6H16 overall in a non-equilibrium geometry, with properties calculated with ωB97M-V/def2-TZVPD.

Calculated values
HOMO-LUMO gap in eV: 12.153
HOMO energy in eV: -10.86
E_tot in Ha: -238.16514
F_max in hartree/bohr: 0.0517
Relative energy (zero: lowest compared OMol25 entry of this formula, charge and spin) in kcal per mole: 19.70

Each line ends with the natural charge from an NBO analysis.
Cartesian coordinates (Å):
C (-4.2018, 2.3553, -1.7312)  -0.611
C (-5.0237, 2.7636, -0.5016)  -0.389
C (-5.5083, 4.2188, -0.3816)  -0.603
H (-4.5027, 2.8309, -2.6604)  0.204
H (-4.2612, 1.2596, -1.7469)  0.211
H (-3.1573, 2.5939, -1.5462)  0.202
H (-4.4285, 2.5249, 0.3927)  0.192
H (-5.9413, 2.1900, -0.4207)  0.190
H (-6.1345, 4.3360, 0.5087)  0.208
H (-4.7047, 4.9451, -0.2553)  0.198
H (-6.0395, 4.4669, -1.3055)  0.199
C (4.0892, -4.0658, 1.3124)  -0.609
C (4.8604, -2.7749, 1.4103)  -0.411
C (5.6223, -2.5002, 0.0957)  -0.615
H (3.5776, -4.0308, 0.3625)  0.201
H (3.4455, -4.3720, 2.1322)  0.217
H (4.8797, -4.8321, 1.1897)  0.203
H (5.5638, -2.6720, 2.2495)  0.199
H (4.3330, -1.8393, 1.6611)  0.200
H (5.0749, -3.0877, -0.6465)  0.200
H (5.7982, -1.4564, -0.1161)  0.213
H (6.6591, -2.8537, -0.0029)  0.203